[1]
The following is a DFT calculation (ωB97M-V/def2-TZVPD) of the molecule C6H17NSi in a non-equilibrium geometry.

Results
Relative energy (zero: lowest compared OMol25 entry of this formula, charge and spin): 14.4 kcal per mole
HOMO: -8.0 eV
Structure (SMILES): CN(C)C[Si](C)(C)C
Max |F|: 2.2 eV/Å
Kohn-Sham gap: 8.88 eV

Each line ends with the Löwdin charge.
Element x y z (Å)
1 Si -1.102 0.039 -0.353  0.5469
2 N 1.653 0.095 0.574  -0.2860
3 C 0.748 0.160 -0.661  -0.2505
4 C -2.113 -0.307 -1.919  -0.1893
5 C 2.494 1.288 0.574  -0.1396
6 C 2.418 -1.144 1.003  -0.0775
7 C -1.436 -1.609 0.561  -0.2009
8 C -1.996 1.543 0.424  -0.1825
9 H 3.040 1.355 1.503  0.0739
10 H 2.630 -1.164 2.079  0.0745
11 H -3.008 -0.891 -1.660  0.0360
12 H 1.041 -0.489 -1.437  0.0587
13 H -2.353 0.685 -2.277  0.0123
14 H -1.849 2.446 -0.194  0.0290
15 H 0.836 1.147 -1.087  0.0578
16 H -2.531 -1.610 0.613  0.0135
17 H -1.072 -2.428 -0.071  0.0322
18 H 1.798 -2.016 0.750  0.0727
19 H 1.863 2.161 0.508  0.0755
20 H 3.234 1.249 -0.199  0.0708
21 H -3.080 1.296 0.454  0.0352
22 H -1.186 -1.656 1.631  0.0253
23 H 3.378 -1.195 0.474  0.0692
24 H -1.572 -0.754 -2.756  0.0271
25 H -1.834 1.799 1.466  0.0154

---

[2]
The following is a DFT calculation (ωB97M-V/def2-TZVPD) of C6H18BeN2O12 as an isolated structure in a non-equilibrium geometry.

Results
Relative energy (zero: lowest compared OMol25 entry of this formula, charge and spin): 74.9 kcal per mole
HOMO: -7.4 eV
Max |F|: 9.1 eV/Å
Kohn-Sham gap: 5.91 eV

Each line ends with the Löwdin charge.
Element x y z (Å)
1 O 1.414 1.353 0.909  -0.0379
2 O -0.570 -2.934 -3.768  -0.0033
3 O -4.137 -1.414 -0.044  -0.0473
4 O -1.892 1.182 -0.669  -0.0468
5 O -0.624 -0.804 -3.690  -0.0207
6 O -1.169 0.903 2.106  -0.0863
7 O -3.570 -2.623 1.632  0.0171
8 O -2.170 -1.739 0.444  -0.0609
9 O -0.328 -1.905 -1.900  -0.0733
10 O 0.973 -1.946 1.671  -0.0524
11 O 0.598 1.363 -1.788  -0.0846
12 O 2.150 -1.067 -0.799  -0.0849
13 N -0.509 -1.871 -3.131  -0.6274
14 N -3.296 -1.925 0.719  -0.7192
15 C 2.597 -2.238 -0.157  -0.2089
16 C 1.742 2.073 -1.281  -0.1912
17 C 2.335 -2.290 1.331  -0.1888
18 C -2.332 2.004 0.330  -0.2533
19 C -2.420 1.531 1.805  -0.1746
20 C 1.536 2.476 0.158  -0.2589
21 Be -0.054 -0.332 0.033  0.9993
22 H 2.437 -3.311 1.698  0.1319
23 H -2.655 2.341 2.494  0.1288
24 H 3.088 -1.716 1.871  0.1194
25 H 1.699 1.608 1.789  0.1245
26 H -2.427 1.300 -1.457  0.1310
27 H 1.799 2.894 -1.994  0.1360
28 H -1.193 0.684 3.040  0.1012
29 H 3.652 -2.345 -0.408  0.1341
30 H 0.714 3.192 0.199  0.1250
31 H 0.488 1.487 -2.734  0.1017
32 H -3.212 0.782 1.780  0.1201
33 H 2.597 1.398 -1.324  0.1107
34 H 2.034 -3.004 -0.689  0.1325
35 H 2.393 3.002 0.579  0.1378
36 H -1.687 2.881 0.286  0.1093
37 H 0.814 -2.307 2.546  0.1092
38 H -3.364 2.244 0.074  0.1365
39 H 2.550 -0.927 -1.661  0.1147

---

[3]
The following is a DFT calculation (ωB97M-V/def2-TZVPD) of C6H18CuN4O3S2 as an isolated structure.

Results
Relative energy (zero: lowest compared OMol25 entry of this formula, charge and spin): 4.4 kcal per mole
HOMO (spin up / spin down): -8.1 / -8.0 eV
Multiplicity: 2
Max |F|: 0.7 eV/Å
Kohn-Sham gap (spin up / spin down): 8.27 / 7.46 eV

Each line ends with the Löwdin charge.
Element x y z (Å)
1 Cu -0.074 0.032 -1.118  0.2577
2 S 0.222 -0.233 -3.658  0.1333
3 S 0.986 -1.660 -2.349  0.4144
4 O 1.125 0.911 -3.622  -0.4115
5 O -0.051 -0.792 -4.949  -0.3548
6 O -1.051 0.113 -2.890  -0.4738
7 N 2.045 0.694 -0.555  -0.0173
8 N -1.634 -1.635 -0.426  -0.0089
9 N 0.036 0.013 1.280  -0.1892
10 N -0.837 1.940 -0.722  0.0116
11 C 2.410 -0.260 0.487  -0.2469
12 C -1.514 1.833 0.582  -0.2106
13 C 1.453 -0.143 1.676  -0.1645
14 C -1.000 -2.183 0.765  -0.2460
15 C -0.509 1.345 1.611  -0.1857
16 C -0.832 -1.068 1.779  -0.1842
17 H -0.167 2.697 -0.729  0.1070
18 H -1.955 2.773 0.926  0.1181
19 H 2.268 1.647 -0.290  0.0969
20 H -0.974 1.344 2.605  0.1267
21 H -0.451 -1.458 2.728  0.1212
22 H 0.320 2.053 1.660  0.1172
23 H -0.022 -2.574 0.472  0.1053
24 H 1.557 -1.033 2.300  0.1187
25 H -1.550 -3.008 1.231  0.1158
26 H 3.434 -0.148 0.857  0.1152
27 H 2.334 -1.252 0.041  0.0733
28 H -2.615 -1.443 -0.262  0.0936
29 H 1.742 0.704 2.307  0.1157
30 H -1.471 2.060 -1.506  0.1012
31 H -1.549 -2.231 -1.241  0.0616
32 H -1.820 -0.647 1.988  0.1185
33 H 2.470 0.497 -1.455  0.0583
34 H -2.327 1.112 0.476  0.1120

---

no.,electronic energy (eV)
1,-15864.947
2,-34452.650
3,-84927.797